This record from OMol25 describes a structure of composition C5H14N3O2Pb at a distorted geometry. The level of theory is wB97M-V/def2-TZVPD.

Geometry as ORCA input:
```
! RIJCOSX wB97M-V def2-TZVPD def2/J DEFGRID3
* xyz 1 1
C 1.37910 0.75976 -2.33878
Pb 0.04744 -0.85167 -2.03290
N -2.30543 -1.30594 -0.29357
N -1.56032 1.74941 -1.50260
H -2.27604 -0.53315 0.39158
H -0.62383 -2.43212 -2.62846
H 2.43957 0.47720 -2.21535
H 1.21627 1.53201 -1.58424
H 1.32025 1.28681 -3.28484
H -1.57091 1.78310 -0.47673
H -2.51112 1.89272 -1.84958
H -1.01489 2.56875 -1.78589
H -3.28034 -1.46137 -0.57923
H -1.93548 -2.14497 0.18881
O 0.53364 1.89753 0.45930
C 0.74039 0.76134 0.92147
C 1.32973 0.48348 2.31532
C 1.17488 -1.00874 2.49411
C 0.50989 -1.49271 1.18584
O 0.06356 -2.61602 0.96353
N 0.43462 -0.42655 0.31180
H 2.37746 0.79752 2.31100
H 0.80561 1.06304 3.07713
H 2.14084 -1.51104 2.59139
H 0.56509 -1.26840 3.36091
*
```

The energy is -19217.17083 eV. As for the HOMO energy: -13.030 eV. The value obtained for the LUMO energy is -5.2 eV.